No. 1
DFT (ωB97M-V with the def2-TZVPD basis set) results for 8 unconnected molecules or ions with the total composition H18NO7 in a non-equilibrium geometry.

The frontier orbital gap is 11.83 eV. As for the charge: +1. The energy above the lowest of the compared OMol25 structures with the same formula, charge and spin is 1.507 eV.

Atoms and positions in Å:
N 1.450 1.188 0.013
H 1.411 0.251 -0.397
H 2.416 1.493 -0.143
H 0.799 1.746 -0.578
H 1.141 1.234 0.968
H -2.163 0.828 -0.603
H -3.182 1.102 -1.743
O -2.326 0.700 -1.570
H 3.514 1.181 2.196
H 4.241 0.095 1.357
O 3.407 0.572 1.457
H -0.514 0.744 -2.068
H -0.390 1.820 -3.143
O 0.080 1.444 -2.388
H -0.396 -2.365 -0.503
H 0.682 -3.229 0.306
O 0.482 -2.347 -0.015
H -1.206 0.069 1.184
H -1.764 1.561 1.611
O -1.370 1.006 0.937
H -0.210 -1.248 2.879
H 0.152 -1.640 1.366
O -0.057 -0.886 2.007
H -1.863 -0.991 -1.261
H -2.515 -2.363 -0.675
O -1.816 -1.964 -1.195

=====

No. 2
DFT (ωB97M-V with the def2-TZVPD basis set) results for a molecular structure, C19H17N5OPtSSbSe4 in a non-equilibrium geometry.

The frontier orbital gap is 5.42 eV. As for the charge: -1.

Atoms and positions in Å:
Pt 0.020 0.334 0.520
C 0.736 -3.396 2.410
C 0.803 -2.092 1.688
N -0.246 -1.404 1.400
N -1.521 -1.754 1.696
C -2.359 -0.786 1.323
O -2.007 0.351 0.844
C -3.811 -1.040 1.479
C -4.276 -2.183 2.125
C -5.638 -2.420 2.222
C -6.545 -1.517 1.680
C -6.082 -0.374 1.042
C -4.720 -0.136 0.941
C 2.060 -1.433 1.303
C 3.309 -2.013 1.416
C 4.444 -1.301 1.047
C 4.308 -0.005 0.596
C 3.031 0.525 0.484
N 1.944 -0.169 0.803
H -0.304 -3.628 2.620
H 1.286 -3.337 3.353
H 1.165 -4.205 1.815
H -3.558 -2.875 2.541
H -5.992 -3.312 2.723
H -7.608 -1.709 1.757
H -6.787 0.333 0.625
H -4.343 0.743 0.436
H 3.376 -3.029 1.782
H 5.423 -1.757 1.109
H 5.160 0.594 0.311
H 2.874 1.534 0.123
Se 0.022 2.431 -4.642
Sb 1.261 1.583 -2.754
Se 1.309 -1.016 -2.620
Se 0.213 2.474 -0.540
Se 3.605 2.243 -2.678
C -5.253 -3.419 -3.707
C -4.105 -2.591 -4.205
C -4.003 -2.188 -5.528
C -2.880 -1.451 -5.872
N -1.971 -1.082 -4.984
C -2.188 -1.464 -3.723
S -1.153 -0.827 -2.449
N -3.184 -2.241 -3.306
H -5.842 -3.812 -4.534
H -5.893 -2.805 -3.071
H -4.882 -4.240 -3.094
H -4.761 -2.445 -6.255
H -2.703 -1.123 -6.891

=====

No. 3
DFT (ωB97M-V with the def2-TZVPD basis set) results for 22 unconnected molecules or ions with the total composition C54H132O32S17 in a non-equilibrium geometry.

The frontier orbital gap is 8.22 eV.

Atoms and positions in Å:
C 0.572 -1.341 -0.897
C -0.096 -0.807 0.411
C 0.433 0.497 0.848
O -0.744 1.129 1.051
C -1.769 0.537 0.488
O -2.936 0.965 0.584
O -1.383 -0.695 0.073
H 0.649 -0.446 -1.515
H 0.008 -2.182 -1.298
H 1.589 -1.681 -0.705
H -0.081 -1.622 1.135
H 1.003 1.007 0.072
H 1.099 0.345 1.698
C 1.526 6.306 -5.213
C 1.884 4.819 -5.051
C 0.676 3.969 -5.318
O 1.115 3.183 -6.443
C 2.423 3.503 -6.794
O 3.096 2.899 -7.636
O 2.909 4.465 -5.956
H 0.735 6.637 -4.540
H 1.361 6.608 -6.247
H 2.391 6.900 -4.917
H 2.188 4.647 -4.019
H -0.220 4.550 -5.533
H 0.461 3.317 -4.471
C 1.580 -0.290 9.365
C 1.516 0.279 7.918
C 0.123 0.599 7.366
O 0.080 2.014 7.222
C 1.226 2.530 7.519
O 1.583 3.706 7.368
O 2.141 1.553 7.968
H 2.571 -0.287 9.821
H 1.162 -1.294 9.295
H 1.044 0.164 10.198
H 2.146 -0.266 7.214
H -0.622 0.282 8.095
H -0.007 0.224 6.351
C 6.976 -5.979 -6.057
C 6.567 -4.502 -5.800
C 5.361 -4.041 -6.551
O 4.643 -3.339 -5.554
C 5.083 -3.664 -4.375
O 4.732 -3.133 -3.345
O 6.017 -4.540 -4.464
H 7.732 -6.318 -5.350
H 7.275 -6.229 -7.075
H 6.125 -6.615 -5.811
H 7.372 -3.787 -5.974
H 4.661 -4.775 -6.952
H 5.663 -3.392 -7.373
C -6.414 1.332 -0.093
C -6.185 0.612 -1.389
C -6.810 -0.734 -1.585
O -7.293 -0.712 -2.934
C -7.327 0.562 -3.297
O -7.827 0.978 -4.322
O -6.741 1.400 -2.374
H -5.762 2.205 -0.050
H -6.189 0.730 0.787
H -7.464 1.618 -0.026
H -5.097 0.551 -1.435
H -7.632 -0.794 -0.871
H -6.166 -1.597 -1.418
C -6.529 -2.869 1.933
S -7.417 -2.871 3.564
O -8.765 -3.496 3.255
C -6.328 -4.144 4.344
H -5.634 -2.249 1.997
H -7.072 -2.440 1.091
H -6.327 -3.907 1.670
H -5.278 -3.853 4.365
H -6.478 -5.193 4.089
H -6.560 -4.039 5.404
C 4.197 4.486 1.658
S 4.965 5.035 0.053
O 6.452 4.756 0.163
C 4.315 3.717 -1.027
H 3.116 4.582 1.558
H 4.666 4.973 2.512
H 4.404 3.423 1.783
H 4.764 2.771 -0.724
H 4.648 3.941 -2.041
H 3.227 3.667 -1.049
C 5.268 -0.574 -1.110
S 4.111 0.158 0.156
O 3.319 -1.023 0.743
C 5.361 0.565 1.484
H 6.146 0.057 -1.253
H 4.715 -0.699 -2.040
H 5.629 -1.574 -0.868
H 5.959 1.406 1.131
H 6.065 -0.245 1.671
H 4.915 0.784 2.454
C -4.300 -0.090 -5.241
S -3.482 1.005 -4.012
O -2.399 1.775 -4.803
C -2.518 -0.404 -3.225
H -4.620 0.653 -5.971
H -5.176 -0.706 -5.037
H -3.667 -0.867 -5.670
H -2.179 -1.111 -3.983
H -3.169 -0.987 -2.574
H -1.674 -0.036 -2.641
C -1.970 -5.623 2.798
S -2.545 -4.416 1.548
O -3.984 -4.770 1.115
C -2.613 -2.929 2.586
H -2.785 -5.709 3.517
H -1.074 -5.275 3.312
H -1.754 -6.570 2.305
H -3.418 -2.968 3.321
H -2.947 -2.135 1.919
H -1.620 -2.714 2.980
C 3.594 0.086 -4.714
S 2.331 0.858 -3.565
O 2.609 2.353 -3.405
C 0.703 0.646 -4.442
H 4.629 0.235 -4.405
H 3.447 0.421 -5.740
H 3.481 -0.998 -4.721
H 0.585 1.311 -5.298
H 0.022 0.951 -3.648
H 0.468 -0.383 -4.717
C -3.377 1.014 5.857
S -3.105 0.548 4.060
O -2.136 -0.636 3.978
C -4.777 -0.012 3.594
H -3.591 2.082 5.900
H -2.406 0.790 6.299
H -4.083 0.414 6.432
H -4.634 -1.050 3.894
H -4.837 0.024 2.506
H -5.595 0.433 4.160
C -5.118 4.148 -3.394
S -5.927 5.662 -2.666
O -4.952 6.214 -1.615
C -5.731 6.766 -4.075
H -4.131 4.370 -3.800
H -5.633 3.721 -4.255
H -4.977 3.374 -2.640
H -6.429 6.475 -4.860
H -4.694 6.906 -4.380
H -6.003 7.761 -3.722
C -0.201 2.405 3.812
S 1.620 2.831 3.887
O 2.178 2.631 2.455
C 1.178 4.615 3.861
H -0.274 1.317 3.794
H -0.736 2.848 2.972
H -0.677 2.702 4.746
H 2.016 5.296 3.713
H 0.744 4.929 4.809
H 0.552 4.774 2.982
C -0.632 -3.669 -6.028
S -0.249 -3.657 -4.211
O -0.182 -5.093 -3.770
C 1.619 -3.359 -4.491
H -1.663 -3.983 -6.194
H -0.043 -4.339 -6.654
H -0.618 -2.636 -6.373
H 2.125 -4.203 -4.023
H 1.914 -2.445 -3.975
H 1.899 -3.287 -5.542
C 3.202 -0.742 4.495
S 2.349 -2.337 4.914
O 1.138 -2.043 5.776
C 1.622 -2.586 3.255
H 3.884 -1.087 3.718
H 3.749 -0.497 5.405
H 2.600 0.090 4.130
H 1.023 -1.698 3.053
H 1.067 -3.521 3.334
H 2.339 -2.704 2.442
C -2.174 4.137 -0.752
S -1.254 3.513 -2.216
O -1.465 4.523 -3.309
C 0.448 3.789 -1.485
H -3.238 4.264 -0.949
H -1.797 5.121 -0.471
H -2.147 3.336 -0.013
H 0.551 4.824 -1.159
H 1.159 3.659 -2.300
H 0.583 3.067 -0.679
C -5.541 -4.883 -2.054
S -4.285 -3.523 -2.188
O -4.087 -3.179 -3.672
C -2.728 -4.423 -1.754
H -5.759 -4.957 -0.989
H -5.192 -5.815 -2.500
H -6.509 -4.571 -2.446
H -2.074 -3.750 -1.199
H -2.201 -4.751 -2.651
H -3.005 -5.275 -1.134
C -4.295 3.404 2.185
S -4.474 5.056 3.047
O -3.839 4.771 4.396
C -3.272 6.086 2.106
H -3.306 2.968 2.332
H -4.458 3.578 1.122
H -5.063 2.831 2.705
H -2.279 5.637 2.102
H -3.164 7.072 2.558
H -3.591 6.195 1.070
C 0.501 -6.647 -1.140
S 0.706 -5.026 -0.400
O 0.535 -5.197 1.111
C 2.493 -4.692 -0.851
H 1.096 -7.408 -0.633
H 0.789 -6.846 -2.173
H -0.564 -6.852 -1.037
H 2.865 -3.888 -0.216
H 2.378 -4.402 -1.896
H 3.126 -5.557 -0.655
C 6.132 4.659 6.627
S 4.541 4.281 5.862
O 4.343 5.363 4.795
C 5.055 2.634 5.236
H 6.693 3.857 7.106
H 5.995 5.348 7.460
H 6.876 5.033 5.923
H 5.832 2.775 4.485
H 4.300 1.977 4.804
H 5.450 2.148 6.128
C 5.698 -3.364 1.686
S 6.529 -4.953 1.073
O 5.793 -6.167 1.672
C 6.204 -4.824 -0.753
H 6.122 -2.455 1.260
H 5.908 -3.437 2.754
H 4.627 -3.370 1.482
H 5.168 -4.536 -0.929
H 6.386 -5.827 -1.138
H 6.915 -4.194 -1.289

=====

> Which formula does entry 1 have?

H18NO7

=====

> Which value of frontier orbital gap does entry 2 give?

5.42 eV

=====

> The highest frontier orbital gap belongs to which entry?

H18NO7